{
  "formula": "C14H6N2O8Pd",
  "method": "wB97M-V/def2-TZVPD",
  "species": ["Pd", "O", "C", "O", "C", "C", "C", "C", "C", "N", "C", "O", "O", "H", "H", "H", "O", "C", "O", "C", "C", "C", "N", "C", "C", "C", "O", "O", "H", "H", "H"],
  "positions_angstrom": [[-0.51205, -0.89133, -0.00373], [-0.90059, 3.85469, -0.00609], [-1.00001, 2.61958, -0.00471], [-0.11257, 1.73521, -0.00674], [-2.40246, 2.02905, -0.00024], [-3.56000, 2.79568, 0.00263], [-4.78320, 2.14722, 0.00690], [-4.82052, 0.76162, 0.00822], [-3.61364, 0.08062, 0.00508], [-2.44061, 0.70386, 0.00095], [-3.52452, -1.42118, 0.00614], [-4.55779, -2.08601, 0.01014], [-2.33225, -1.87614, 0.00297], [-3.46443, 3.87232, 0.00151], [-5.70631, 2.71732, 0.00926], [-5.73873, 0.19174, 0.01155], [6.34669, -2.05210, 0.07453], [5.89209, -0.89611, -0.02757], [6.48145, 0.19978, 0.07395], [4.35211, -0.80241, -0.01997], [3.68955, 0.41237, -0.01876], [2.30566, 0.47319, -0.01423], [1.54003, -0.62775, -0.01068], [2.18106, -1.82114, -0.01201], [3.55219, -1.94117, -0.01655], [1.30654, -3.03653, -0.00776], [1.75627, -4.16525, -0.00832], [0.02416, -2.77657, -0.00377], [4.27920, 1.31942, -0.02187], [1.76035, 1.40340, -0.01310], [4.00229, -2.92340, -0.01773]],
  "mulliken_charge": [1.01, -0.77, -0.16, -0.46, 0.37, -0.37, -0.22, -0.52, 0.45, -0.15, 0.16, -0.75, -0.43, 0.48, 0.39, 0.48, -0.73, 0.46, -0.74, 0.42, -0.91, -0.39, -0.21, 0.42, -0.53, 0.26, -0.70, -0.70, 0.47, 0.82, 0.55],
  "e_above_lowest_kj_mol": 26.5,
  "orbital_gap_ev": 7.9,
  "total_charge": -2,
  "homo_ev": -3.28
}

***

{
  "formula": "C56H112O23S9",
  "method": "wB97M-V/def2-TZVPD",
  "species": ["C", "C", "C", "O", "C", "H", "H", "H", "H", "H", "H", "H", "H", "C", "C", "C", "O", "C", "H", "H", "H", "H", "H", "H", "H", "H", "C", "C", "C", "O", "C", "H", "H", "H", "H", "H", "H", "H", "H", "C", "C", "C", "O", "C", "H", "H", "H", "H", "H", "H", "H", "H", "C", "C", "C", "O", "C", "H", "H", "H", "H", "H", "H", "H", "H", "C", "C", "C", "S", "O", "O", "C", "H", "H", "H", "H", "H", "H", "H", "H", "C", "C", "C", "S", "O", "O", "C", "H", "H", "H", "H", "H", "H", "H", "H", "C", "C", "C", "S", "O", "O", "C", "H", "H", "H", "H", "H", "H", "H", "H", "C", "C", "C", "S", "O", "O", "C", "H", "H", "H", "H", "H", "H", "H", "H", "C", "C", "C", "S", "O", "O", "C", "H", "H", "H", "H", "H", "H", "H", "H", "C", "C", "C", "S", "O", "O", "C", "H", "H", "H", "H", "H", "H", "H", "H", "C", "C", "C", "S", "O", "O", "C", "H", "H", "H", "H", "H", "H", "H", "H", "C", "C", "C", "S", "O", "O", "C", "H", "H", "H", "H", "H", "H", "H", "H", "C", "C", "C", "S", "O", "O", "C", "H", "H", "H", "H", "H", "H", "H", "H"],
  "positions_angstrom": [[-0.46839, 4.45324, -3.98592], [0.54388, 4.41199, -2.80103], [1.87869, 3.99288, -3.46424], [1.59744, 3.72402, -4.84094], [0.46051, 4.63315, -5.19939], [-1.25904, 5.21625, -3.93193], [-1.04901, 3.50845, -4.13270], [0.26012, 3.63834, -2.12057], [0.64117, 5.41066, -2.32071], [2.33941, 3.07434, -3.06729], [2.59165, 4.82107, -3.27132], [0.00599, 4.37704, -6.14813], [0.84231, 5.63635, -5.19880], [-0.83165, -5.18877, -4.59600], [-0.20774, -4.21582, -3.56960], [-0.14874, -5.01993, -2.27401], [-1.13073, -5.97995, -2.47433], [-0.89521, -6.47303, -3.78126], [-0.27607, -5.31530, -5.54236], [-1.84219, -4.90391, -4.87821], [-0.93465, -3.42590, -3.33679], [0.75960, -3.84100, -3.90971], [-0.41559, -4.38256, -1.44830], [0.83547, -5.47381, -1.99550], [-1.69358, -7.15945, -4.06158], [0.04362, -6.98784, -3.83849], [-3.17649, 3.22456, 1.64528], [-3.38013, 4.37508, 2.57250], [-2.18233, 5.29383, 2.38469], [-1.38635, 4.72085, 1.38779], [-2.20245, 3.78710, 0.63796], [-4.10087, 2.90970, 1.12390], [-2.75704, 2.37778, 2.22292], [-3.36031, 3.99587, 3.57687], [-4.23185, 5.03151, 2.48471], [-1.59734, 5.35756, 3.29903], [-2.55290, 6.32305, 2.07851], [-1.52393, 2.95978, 0.31544], [-2.59134, 4.35875, -0.17702], [3.87176, -0.44962, -3.18872], [5.23154, -0.09735, -3.72283], [6.13699, -1.33296, -3.49086], [5.26959, -2.42032, -3.35421], [4.01923, -1.94401, -2.87849], [3.12852, -0.30783, -3.93954], [3.58863, 0.13688, -2.30355], [5.76428, 0.69835, -3.22229], [5.22522, 0.21983, -4.72879], [6.81752, -1.25810, -2.64209], [6.80021, -1.43727, -4.33902], [3.94623, -2.22229, -1.83770], [3.29384, -2.51833, -3.51387], [6.60141, 2.20948, 1.24259], [5.34920, 1.62165, 1.81735], [4.62497, 0.95901, 0.63395], [5.06351, 1.72407, -0.53011], [6.45211, 1.93141, -0.31897], [7.55125, 1.75663, 1.61067], [6.69975, 3.27827, 1.38748], [4.71097, 2.44628, 2.12261], [5.41413, 0.91077, 2.63714], [3.55644, 1.03346, 0.73946], [4.94248, -0.07013, 0.44852], [6.76988, 2.73351, -0.99203], [6.91606, 1.03908, -0.71035], [-3.72073, -3.62016, 0.62942], [-3.76468, -5.06383, 0.09114], [-3.90062, -4.94478, -1.47345], [-4.65467, -3.36614, -1.80298], [-5.93972, -3.69965, -2.35130], [-3.75922, -2.42914, -2.48242], [-4.77923, -2.88102, -0.13714], [-2.67480, -3.25894, 0.49058], [-3.90452, -3.52543, 1.68902], [-4.58949, -5.59577, 0.55640], [-2.81419, -5.64421, 0.35790], [-4.50273, -5.76247, -1.88647], [-2.89175, -4.96561, -1.86635], [-5.74950, -3.33707, 0.18198], [-4.86065, -1.78925, -0.08091], [2.27144, 2.08390, 4.99831], [1.82811, 1.31862, 3.74925], [0.52977, 1.88578, 3.34692], [-0.38070, 2.07957, 4.90734], [-0.67667, 0.70737, 5.39718], [-1.50192, 3.01229, 4.81823], [1.05905, 2.78153, 5.64406], [3.00961, 2.85689, 4.87316], [2.71572, 1.41433, 5.71296], [1.81329, 0.25010, 3.88107], [2.49263, 1.44696, 2.91365], [-0.03995, 1.33347, 2.60540], [0.66346, 2.94751, 2.99821], [1.09269, 2.84035, 6.70821], [1.00275, 3.79681, 5.24020], [1.57763, -1.02260, -0.12804], [0.79282, -2.00879, -1.00645], [-0.66399, -1.79228, -0.70660], [-0.75483, -0.11785, -0.09859], [-0.93791, -0.19792, 1.33206], [-1.62419, 0.73115, -0.89444], [0.91039, 0.30075, -0.29717], [2.63227, -1.01272, -0.49322], [1.43678, -1.45079, 0.85888], [1.16683, -3.02018, -0.85203], [0.97467, -1.80291, -2.02748], [-0.89636, -2.38327, 0.18216], [-1.44143, -2.07939, -1.47393], [1.02420, 1.19144, 0.35643], [1.04025, 0.64955, -1.31226], [-1.71741, 1.06275, -5.90493], [-2.24422, -0.22859, -5.32023], [-1.47568, -0.41991, -4.03400], [0.13425, 0.27920, -4.31346], [1.17346, -0.73672, -4.44082], [0.27666, 1.38431, -3.38871], [-0.23847, 0.93766, -5.91639], [-1.93998, 1.93426, -5.28668], [-2.05673, 1.28398, -6.93103], [-2.11153, -1.09562, -6.01153], [-3.29716, -0.14190, -5.08981], [-1.37004, -1.48706, -3.79971], [-1.88101, 0.23694, -3.26213], [0.03802, 0.16756, -6.64039], [0.40350, 1.80132, -6.03482], [-4.19680, 1.12274, 4.54075], [-4.85865, 0.60700, 3.33664], [-5.59213, -0.69729, 3.72249], [-4.54886, -1.52236, 4.89254], [-3.67153, -2.47885, 4.15839], [-5.30941, -2.01233, 6.05179], [-3.56454, -0.08866, 5.23962], [-4.88632, 1.72094, 5.19532], [-3.39404, 1.84789, 4.41243], [-4.07419, 0.39431, 2.58436], [-5.62584, 1.23965, 2.89534], [-5.77428, -1.38873, 2.88464], [-6.49339, -0.45368, 4.27099], [-2.56397, -0.21236, 4.77772], [-3.40543, 0.09153, 6.30469], [-5.11470, 1.09372, -2.84354], [-6.51767, 0.80775, -3.27844], [-7.19703, 0.29722, -2.08278], [-6.57584, 1.32528, -0.75372], [-6.17082, 0.57298, 0.40585], [-7.51483, 2.47127, -0.54200], [-5.10961, 1.81012, -1.52655], [-4.54342, 1.67773, -3.56660], [-4.61224, 0.12391, -2.72365], [-6.54146, 0.08356, -4.03709], [-6.94519, 1.71022, -3.69407], [-6.90425, -0.76087, -1.90462], [-8.31524, 0.38909, -2.08479], [-4.20249, 1.62117, -0.89434], [-5.22580, 2.89064, -1.72371], [5.71113, -4.20061, 1.04281], [4.65169, -3.04592, 0.97135], [4.37642, -2.56972, 2.42959], [4.76763, -3.94107, 3.44534], [3.54062, -4.44456, 4.04601], [5.89477, -3.56450, 4.25131], [5.26634, -5.02118, 2.19923], [6.70217, -3.79554, 1.24809], [5.78950, -4.79836, 0.13627], [3.75624, -3.46319, 0.40722], [4.95984, -2.20864, 0.33580], [3.34515, -2.29562, 2.54538], [5.06096, -1.75096, 2.56667], [4.44808, -5.56994, 1.81893], [5.98370, -5.70998, 2.69880], [0.43470, -4.29392, 5.06652], [-0.75568, -3.29089, 4.86890], [-0.51121, -2.63066, 3.50203], [0.17351, -3.92459, 2.47967], [1.44426, -3.46823, 1.91647], [-0.78338, -4.60126, 1.56475], [0.50738, -5.05138, 3.79693], [0.38898, -4.99189, 5.87991], [1.34706, -3.67404, 5.26446], [-0.69575, -2.56394, 5.66738], [-1.75009, -3.74154, 4.93767], [0.34092, -1.94893, 3.59790], [-1.33277, -2.13988, 2.96505], [1.47424, -5.56455, 3.64905], [-0.32286, -5.76470, 3.72133], [3.20240, 6.23606, -0.64838], [2.05441, 6.99075, 0.18296], [1.37359, 5.85505, 1.00087], [2.40723, 4.46506, 1.11247], [1.95055, 3.50317, 0.14936], [2.74606, 4.13260, 2.45881], [3.79737, 5.23085, 0.33696], [3.84101, 7.01062, -1.03639], [2.84175, 5.68863, -1.52465], [1.27501, 7.41467, -0.45094], [2.56678, 7.76418, 0.81769], [0.50273, 5.41769, 0.52514], [1.17437, 6.10367, 2.04177], [4.39808, 4.43369, -0.07011], [4.45183, 5.77908, 1.00196]],
  "mulliken_charge": [0.32, 0.65, -0.27, -0.54, -0.81, 0.60, -0.74, -0.66, 0.35, -0.12, 0.36, 0.43, 0.36, -0.87, 1.38, 0.68, -0.45, -0.53, 0.39, 0.32, -1.46, 0.45, -0.76, 0.13, 0.37, 0.34, 1.85, -0.94, -0.60, -0.17, 0.09, -0.40, -0.92, 0.13, 0.44, 0.37, 0.25, -0.76, 0.60, 1.67, -0.54, -0.62, -0.58, 0.90, -0.57, -0.46, 0.08, 0.41, 0.30, 0.32, -0.48, -0.31, -0.85, 0.03, 1.57, -0.35, -0.75, 0.27, 0.38, -0.16, 0.50, -1.02, -0.34, 0.40, 0.38, 1.57, -1.02, -0.02, 1.02, -0.82, -0.37, -0.76, -1.26, 0.44, 0.43, 0.33, 0.51, -0.60, 0.41, 0.18, -0.92, 0.63, 1.88, 1.20, -0.75, -0.73, -0.96, 0.30, 0.55, 0.46, -0.90, -1.14, -0.54, 0.57, 0.34, 0.83, -1.17, 0.82, -0.46, 0.55, -0.14, 1.98, -0.48, -0.23, 0.71, 0.30, -1.41, -0.29, -1.06, -0.53, -0.26, -0.67, 1.86, 1.36, -1.04, 0.06, -1.00, -0.19, 0.50, 0.38, 0.34, -1.33, -0.68, 0.48, 0.44, 0.21, 0.44, -0.88, 1.01, -0.50, -0.80, 0.13, 0.14, -0.64, -0.46, 0.63, 0.30, 0.43, -0.47, 0.58, 0.41, -1.17, -0.51, 1.04, -0.43, -0.76, 0.51, 0.38, -0.56, 0.47, 0.37, 0.13, 0.44, -0.72, 0.47, -1.03, 0.83, 0.13, 1.03, -0.55, -0.71, -0.66, 0.37, 0.42, -0.45, -0.25, -0.27, 0.35, 0.31, 0.46, -0.56, -0.76, 0.64, 1.07, -0.36, -0.76, -1.01, 0.50, 0.18, 0.27, 0.40, -0.60, 0.05, 0.41, 0.45, 0.17, -0.92, -0.43, 1.47, 0.04, -0.97, -0.67, 0.64, -0.63, 0.44, 0.29, -0.11, 0.51, -0.13, 0.42],
  "orbital_gap_ev": 9.6,
  "homo_ev": -9.39
}

***

{
  "formula": "C22H49GaN2O2P3",
  "method": "wB97M-V/def2-TZVPD",
  "species": ["Ga", "P", "P", "P", "H", "C", "C", "H", "C", "C", "C", "C", "C", "C", "C", "C", "C", "H", "H", "H", "H", "H", "H", "H", "H", "H", "H", "H", "H", "H", "H", "H", "H", "H", "H", "H", "H", "H", "H", "H", "H", "H", "H", "H", "H", "H", "C", "C", "C", "C", "C", "C", "O", "H", "H", "H", "H", "H", "H", "C", "N", "C", "C", "O", "N", "C", "C", "H", "H", "H", "H", "H", "H", "H", "H", "H", "H", "H", "H"],
  "positions_angstrom": [[0.12339, -0.00026, -0.09394], [1.93484, 1.17867, 1.30310], [-1.01560, 1.85185, -1.28762], [1.58161, -0.60534, -2.03213], [-1.76230, -1.81406, -0.19486], [-0.74699, -2.12326, -0.49621], [0.12093, -2.69656, 0.41967], [-0.23156, -3.01224, 1.40266], [1.84264, 1.71536, 3.05020], [2.62594, 2.70328, 0.55490], [3.35613, 0.03123, 1.39388], [-2.35589, 1.31243, -2.39943], [-1.79683, 3.12278, -0.24325], [0.08292, 2.84581, -2.35870], [2.44619, -2.20095, -1.90870], [2.92017, 0.56941, -2.40934], [0.59877, -0.76120, -3.56151], [-0.66461, -2.34621, -1.57266], [1.15781, -2.92886, 0.17305], [1.63680, 0.87788, 3.73248], [1.08429, 2.50306, 3.17459], [2.81431, 2.15014, 3.32975], [1.85363, 3.48831, 0.53005], [2.98810, 2.52166, -0.46582], [3.46378, 3.05298, 1.18189], [3.05416, -0.91635, 1.85636], [4.13721, 0.48968, 2.01553], [3.76286, -0.17914, 0.39887], [-2.77164, 2.18254, -2.92838], [-3.15228, 0.84246, -1.80864], [-1.99410, 0.58751, -3.13905], [-2.20295, 3.91765, -0.88731], [-1.05970, 3.56448, 0.44076], [-2.61271, 2.68796, 0.34783], [-0.49722, 3.68166, -2.77421], [0.48560, 2.25880, -3.19147], [0.91734, 3.25743, -1.77730], [3.03792, -2.34910, -2.82343], [1.73210, -3.02445, -1.80481], [3.12266, -2.20166, -1.04460], [3.41725, 0.23621, -3.33160], [3.66397, 0.59037, -1.60259], [2.52923, 1.58190, -2.56336], [1.23721, -1.17638, -4.35356], [0.20685, 0.20522, -3.89944], [-0.24777, -1.44191, -3.40984], [-2.56394, -0.89543, -7.00153], [-3.68476, -1.36959, -7.71919], [-3.91051, -2.74557, -7.76169], [-3.02401, -3.63007, -7.13063], [-1.88846, -3.14567, -6.47054], [-1.63866, -1.77478, -6.42934], [-2.34885, 0.43081, -6.75675], [-3.04514, 0.94429, -7.21219], [-4.35383, -0.65582, -8.20074], [-4.78446, -3.13288, -8.28921], [-3.21880, -4.70387, -7.16014], [-1.18590, -3.82371, -5.98391], [-0.75876, -1.35188, -5.94624], [-2.03542, 1.50660, 2.94011], [-1.54414, 0.60389, 3.96248], [-1.47118, 1.12912, 5.31416], [-0.72914, -0.38227, 3.49749], [-0.58172, -0.48596, 2.24102], [-0.01176, -1.18364, 4.34330], [-0.33721, -1.48850, 5.72523], [0.96856, -2.05868, 3.72415], [-2.67177, 2.25574, 3.41690], [-2.59756, 0.96883, 2.16825], [-1.19430, 2.01490, 2.43867], [-1.95642, 0.45586, 6.03416], [-0.43019, 1.32115, 5.61656], [-1.99399, 2.08874, 5.33373], [0.12954, -2.45364, 5.94358], [0.08077, -0.75905, 6.43339], [-1.41579, -1.58682, 5.89859], [1.22314, -1.63743, 2.74771], [1.87154, -2.11800, 4.34912], [0.56215, -3.07185, 3.58679]],
  "mulliken_charge": [1.04, 0.95, 0.73, 0.57, 0.56, -0.73, -0.26, 0.24, -1.34, -1.20, -1.19, -1.21, -1.17, -1.22, -1.47, -1.31, -1.41, 0.53, 0.01, 0.27, 0.39, 0.62, 0.37, 0.34, 0.54, 0.21, 0.55, 0.29, 0.47, 0.42, 0.29, 0.56, 0.36, 0.35, 0.58, 0.34, 0.29, 0.52, 0.44, 0.38, 0.57, 0.42, 0.27, 0.58, 0.52, 0.32, 0.61, -0.63, -0.49, -0.59, -0.27, -0.26, -0.50, 0.30, 0.31, 0.37, 0.37, 0.36, 0.41, -0.60, 0.15, -1.06, -0.16, -0.78, 0.40, -1.23, -0.51, 0.43, 0.23, 0.07, 0.34, 0.35, 0.39, 0.44, 0.37, 0.39, -0.47, 0.45, 0.47],
  "e_above_lowest_kj_mol": 0.0,
  "orbital_gap_ev": 3.5,
  "total_charge": 3,
  "homo_ev": -13.92
}